# 1
{
  "formula": "C6H10N2",
  "method": "ωB97M-V/def2-TZVPD",
  "species": ["C", "C", "C", "C", "N", "C", "C", "N", "H", "H", "H", "H", "H", "H", "H", "H", "H", "H"],
  "xyz": [[-0.489, 1.291, -0.546], [-1.201, -0.046, -0.374], [-0.195, -1.079, -0.833], [0.942, -0.987, 0.220], [1.779, 0.148, -0.039], [0.702, 1.057, 0.407], [0.193, -0.079, 1.300], [-1.269, -0.137, 1.114], [-0.058, 1.533, -1.538], [-1.160, 2.134, -0.273], [-2.167, -0.010, -0.795], [-0.696, -2.038, -0.862], [0.159, -0.899, -1.886], [1.367, -1.955, 0.515], [2.121, 0.287, -0.979], [1.042, 1.961, 0.889], [0.489, -0.083, 2.318], [-1.558, -1.099, 1.361]],
  "nbo_charge": [-0.425, -0.083, -0.447, -0.073, -0.610, -0.065, -0.068, -0.594, 0.207, 0.223, 0.207, 0.208, 0.211, 0.197, 0.349, 0.197, 0.215, 0.351],
  "smiles": "C1[C@H]2C[C@H]3N[C@@H]1[C@H]3N2",
  "de_lowest_kcal_mol": 30.7
}


# 2
{
  "formula": "C43H51NO5PPtS4Te",
  "method": "ωB97M-V/def2-TZVPD",
  "species": ["Pt", "C", "C", "O", "P", "S", "S", "O", "C", "C", "H", "H", "H", "H", "H", "H", "H", "H", "H", "H", "O", "S", "C", "C", "C", "C", "S", "O", "C", "C", "C", "C", "C", "C", "C", "C", "C", "C", "C", "C", "H", "H", "H", "H", "H", "H", "H", "H", "H", "H", "H", "H", "H", "H", "H", "H", "H", "H", "C", "C", "C", "C", "C", "C", "Te", "N", "C", "O", "C", "C", "C", "C", "C", "C", "C", "C", "C", "C", "C", "C", "C", "C", "C", "C", "H", "H", "H", "H", "H", "H", "H", "H", "H", "H", "H", "H", "H", "H", "H", "H", "H", "H", "H", "H", "H", "H", "H"],
  "xyz": [[-0.716, 0.437, 0.200], [-4.156, 2.492, 3.860], [-4.270, 2.655, 2.358], [-5.548, 2.211, 1.883], [-5.842, 0.744, 1.256], [-2.680, -0.365, 1.012], [-4.285, 0.319, -0.139], [-5.377, -0.155, 2.550], [-5.470, -1.579, 2.450], [-6.669, -2.082, 3.228], [-3.216, 2.929, 4.207], [-4.173, 1.437, 4.129], [-4.981, 3.001, 4.362], [-3.476, 2.109, 1.842], [-4.204, 3.711, 2.084], [-4.537, -1.980, 2.846], [-5.530, -1.882, 1.400], [-6.606, -1.766, 4.270], [-6.705, -3.173, 3.197], [-7.595, -1.690, 2.805], [-0.013, 0.416, 2.331], [-0.693, 1.485, 3.157], [-0.361, 3.095, 2.342], [0.984, 3.095, 1.625], [0.852, 3.643, 0.204], [2.117, 3.475, -0.627], [2.263, 1.716, -1.203], [1.501, 0.888, -0.205], [3.971, 1.462, -0.737], [4.287, 1.098, 0.564], [5.616, 0.909, 0.907], [6.614, 1.073, -0.048], [6.283, 1.409, -1.352], [4.953, 1.599, -1.704], [0.431, 1.691, 4.535], [1.671, 1.075, 4.502], [2.513, 1.190, 5.600], [2.105, 1.899, 6.721], [0.852, 2.499, 6.750], [0.007, 2.392, 5.656], [-0.463, 3.856, 3.118], [-1.187, 3.194, 1.635], [1.303, 2.058, 1.537], [1.753, 3.625, 2.194], [0.560, 4.697, 0.219], [0.046, 3.105, -0.297], [3.020, 3.757, -0.086], [2.054, 4.050, -1.552], [3.489, 0.948, 1.280], [5.876, 0.626, 1.919], [7.651, 0.927, 0.224], [7.058, 1.512, -2.100], [4.676, 1.845, -2.723], [1.948, 0.500, 3.627], [3.486, 0.716, 5.583], [2.759, 1.976, 7.580], [0.529, 3.040, 7.630], [-0.975, 2.851, 5.673], [3.689, -6.677, -5.099], [3.012, -5.424, -4.608], [3.448, -4.765, -3.469], [2.808, -3.621, -2.994], [3.376, -2.984, -1.749], [1.682, -3.101, -3.657], [0.597, -1.263, -2.915], [-0.913, 0.439, -1.739], [-0.934, 1.548, -2.469], [-0.254, 1.662, -3.520], [-1.842, 2.761, -2.183], [-1.973, 3.687, -3.217], [-2.751, 4.827, -3.071], [-3.403, 5.076, -1.871], [-3.286, 4.161, -0.835], [-2.524, 3.011, -0.996], [0.054, -2.430, -1.222], [0.716, -2.202, -0.018], [0.350, -2.866, 1.146], [-0.703, -3.765, 1.112], [-1.373, -3.991, -0.081], [-1.015, -3.333, -1.256], [-1.782, -3.608, -2.520], [1.266, -3.747, -4.834], [0.113, -3.259, -5.685], [1.926, -4.890, -5.283], [4.596, -6.883, -4.528], [3.963, -6.593, -6.153], [3.030, -7.543, -5.003], [4.313, -5.148, -2.933], [4.459, -3.123, -1.706], [2.942, -3.429, -0.851], [3.154, -1.917, -1.719], [-1.438, 3.486, -4.136], [-2.855, 5.520, -3.897], [-4.003, 5.971, -1.746], [-3.798, 4.340, 0.103], [-2.461, 2.284, -0.198], [1.547, -1.507, 0.005], [0.878, -2.670, 2.072], [-1.012, -4.282, 2.013], [-2.210, -4.680, -0.101], [-2.691, -4.172, -2.304], [-1.171, -4.184, -3.220], [-2.053, -2.675, -3.014], [-0.310, -2.334, -5.304], [-0.684, -4.007, -5.723], [0.448, -3.088, -6.711], [1.576, -5.374, -6.193]],
  "lowdin_charge": [0.696, -0.081, -0.326, -0.413, 0.603, 0.103, 0.170, -0.460, -0.366, -0.088, 0.047, 0.070, 0.078, 0.030, 0.102, 0.102, 0.088, 0.072, 0.072, 0.071, -0.667, 0.977, -0.297, -0.243, -0.232, -0.269, 1.011, -0.655, -0.379, -0.062, -0.074, -0.089, -0.081, -0.074, -0.371, -0.061, -0.071, -0.089, -0.084, -0.085, 0.096, 0.065, 0.055, 0.124, 0.127, 0.072, 0.090, 0.092, 0.107, 0.102, 0.100, 0.103, 0.115, 0.107, 0.104, 0.100, 0.103, 0.105, -0.069, -0.292, -0.039, -0.296, -0.086, -0.332, 1.495, -0.279, -0.694, -0.153, -0.143, -0.036, -0.100, -0.112, -0.088, -0.117, -0.445, -0.208, -0.110, -0.105, -0.067, -0.301, -0.069, -0.318, -0.103, -0.044, 0.065, 0.071, 0.073, 0.106, 0.071, 0.076, 0.023, 0.105, 0.090, 0.090, 0.079, -0.005, 0.068, 0.097, 0.093, 0.101, 0.071, 0.070, 0.061, 0.005, 0.073, 0.073, 0.113],
  "charge": -1
}


# 3
{
  "formula": "C30H30BF2N7S3Sc",
  "method": "ωB97M-V/def2-TZVPD",
  "species": ["Sc", "C", "C", "C", "C", "C", "C", "C", "C", "C", "H", "H", "H", "H", "H", "H", "H", "H", "H", "H", "H", "H", "S", "C", "N", "C", "C", "C", "C", "C", "C", "S", "H", "H", "H", "H", "S", "C", "C", "N", "C", "H", "H", "H", "C", "C", "N", "C", "C", "N", "C", "N", "N", "N", "C", "C", "C", "C", "C", "C", "H", "H", "H", "H", "H", "H", "H", "H", "H", "H", "H", "F", "B", "F"],
  "xyz": [[0.916, -1.605, -0.211], [3.886, -0.742, 2.016], [3.052, -1.936, 1.662], [1.919, -2.263, 2.410], [1.111, -3.347, 2.074], [-0.098, -3.705, 2.896], [1.480, -4.140, 0.981], [2.638, -3.880, 0.250], [3.101, -4.783, -0.856], [3.391, -2.754, 0.587], [4.781, -1.053, 2.559], [3.331, -0.054, 2.653], [4.208, -0.208, 1.122], [1.648, -1.640, 3.252], [0.036, -4.694, 3.337], [-1.007, -3.736, 2.295], [-0.248, -3.001, 3.713], [0.875, -5.005, 0.733], [4.038, -5.265, -0.573], [3.284, -4.216, -1.770], [2.374, -5.563, -1.072], [4.278, -2.524, 0.006], [2.950, -0.649, -1.623], [1.567, 0.139, -2.276], [0.389, -0.104, -1.750], [-0.626, 0.633, -2.357], [-1.978, 0.619, -2.021], [-2.845, 1.409, -2.751], [-2.383, 2.220, -3.790], [-1.042, 2.256, -4.122], [-0.169, 1.453, -3.397], [1.554, 1.273, -3.583], [-2.343, 0.009, -1.208], [-3.900, 1.396, -2.512], [-3.084, 2.828, -4.347], [-0.689, 2.888, -4.926], [-0.427, -4.898, -3.440], [0.604, -3.778, -4.212], [1.080, -2.890, -3.311], [0.645, -3.084, -2.011], [-0.154, -4.124, -1.965], [0.812, -3.824, -5.268], [1.779, -2.099, -3.523], [-0.639, -4.459, -1.063], [1.780, 2.196, 0.150], [0.860, 1.491, 1.082], [0.664, 0.177, 1.194], [-0.215, 0.019, 2.259], [-0.540, 1.220, 2.777], [0.140, 2.146, 2.016], [0.100, 3.589, 2.247], [-1.239, 4.046, 2.412], [-1.737, 4.220, 3.669], [-2.961, 4.548, 3.595], [-3.333, 4.579, 2.263], [-4.560, 4.888, 1.671], [-4.618, 4.839, 0.299], [-3.491, 4.487, -0.475], [-2.277, 4.179, 0.093], [-2.227, 4.241, 1.489], [2.520, 1.499, -0.230], [2.317, 2.992, 0.666], [1.241, 2.635, -0.694], [-0.589, -0.946, 2.549], [-1.191, 1.512, 3.583], [0.566, 4.087, 1.400], [0.639, 3.836, 3.159], [-5.418, 5.156, 2.273], [-5.544, 5.072, -0.209], [-3.587, 4.467, -1.552], [-1.423, 3.905, -0.515], [-2.235, -2.793, -0.755], [-1.476, -2.012, 0.043], [-2.261, -1.374, 0.935]],
  "lowdin_charge": [0.845, -0.019, -0.296, -0.039, -0.283, -0.018, -0.037, -0.288, -0.017, -0.089, 0.100, 0.086, 0.071, 0.128, 0.100, 0.083, 0.089, 0.135, 0.101, 0.086, 0.086, 0.122, 0.669, -1.127, -0.092, -0.279, 0.004, -0.067, -0.079, -0.077, -0.455, 1.088, 0.095, 0.114, 0.111, 0.115, 1.105, -0.351, -0.233, -0.090, -0.492, 0.082, 0.072, 0.077, 0.006, -0.301, 0.036, -0.125, -0.003, 0.010, -0.057, -0.072, 0.058, 0.085, -0.221, -0.001, -0.072, -0.075, -0.008, -0.168, 0.027, 0.095, 0.090, 0.092, 0.130, 0.134, 0.148, 0.120, 0.107, 0.101, 0.105, 0.112, -0.605, 0.113],
  "de_lowest_kcal_mol": 0.0,
  "charge": 1
}


The calculation returns the following frontier orbital gap values, one per record and in order: 9.9; 5.6; 8.2 eV.